{
  "formula": "C13H18F5I2O2P2Pd",
  "method": "ωB97M-V with the def2-TZVPD basis set",
  "species": ["H", "F", "C", "C", "H", "H", "H", "H", "P", "I", "F", "H", "C", "F", "C", "H", "I", "H", "O", "C", "C", "F", "P", "C", "O", "C", "H", "H", "H", "H", "C", "C", "H", "H", "H", "C", "C", "H", "Pd", "F", "H", "H", "C"],
  "coordinates": [[1.452, -1.937, -2.665], [-3.688, -1.774, 3.547], [-3.566, -2.132, -0.570], [-1.329, 0.875, 0.433], [-1.864, 0.615, -2.146], [0.478, 2.508, 2.262], [1.198, 1.762, 3.729], [1.606, 2.174, -3.141], [0.524, 0.243, -2.224], [5.561, 0.211, -1.338], [-1.298, -1.573, 2.302], [-0.024, 0.865, 2.754], [3.403, 2.220, 1.731], [-5.963, -2.211, 2.133], [0.812, 1.578, 2.726], [0.512, -1.312, -4.062], [4.524, 2.488, -1.825], [2.323, -1.089, 3.102], [-2.403, 1.299, 0.439], [-4.798, -2.149, 1.491], [-2.413, -1.771, 1.556], [-5.919, -2.491, -0.569], [2.128, 0.884, 1.647], [0.528, -1.445, -2.980], [-1.305, -1.409, -0.526], [-3.612, -1.901, 2.203], [2.976, 3.175, 1.438], [1.308, 0.894, -4.396], [-0.926, 2.105, -2.421], [-1.175, 0.923, -3.762], [-4.767, -2.280, 0.104], [2.976, -0.260, 2.803], [3.869, -0.655, 2.297], [2.663, 0.734, -3.217], [3.774, 2.282, 2.766], [1.642, 1.100, -3.366], [-2.337, -1.781, 0.126], [-0.346, -1.990, -2.618], [0.489, 0.172, 0.090], [-3.519, -2.246, -1.910], [3.298, 0.295, 3.700], [4.230, 1.952, 1.045], [-1.021, 1.051, -2.688]],
  "lowdin_spin": [0.001, 0.002, 0.141, 0.126, 0.001, 0.000, 0.008, 0.005, 0.234, 0.472, 0.024, 0.008, 0.014, 0.083, 0.037, 0.010, 0.499, 0.000, 0.022, 0.218, 0.083, -0.012, 0.158, 0.047, 0.328, 0.035, 0.000, 0.009, 0.000, 0.009, -0.003, 0.047, 0.000, 0.008, 0.004, 0.055, 0.157, 0.000, 1.082, 0.040, 0.009, 0.002, 0.038],
  "spin_multiplicity": 5,
  "homo_energy_ha": [-0.648, -0.662],
  "orbital_gap_ev": [5.9, 3.9],
  "total_charge": 3,
  "e_tot_ha": -2560.742519
}

***

{
  "formula": "C13H18F5I2OP2Zr",
  "method": "ωB97M-V with the def2-TZVPD basis set",
  "species": ["F", "C", "C", "C", "H", "C", "F", "H", "C", "H", "C", "H", "H", "H", "H", "C", "H", "H", "C", "H", "F", "O", "C", "Zr", "H", "C", "P", "H", "H", "H", "H", "P", "C", "F", "H", "F", "I", "H", "I", "C", "C", "H"],
  "coordinates": [[3.918, -3.465, 6.100], [1.806, -2.870, 5.176], [1.042, -2.519, 4.059], [0.302, 0.643, 2.396], [-2.106, -2.732, -1.232], [-1.144, -3.100, -1.508], [1.250, -2.964, 6.416], [-1.202, -4.135, -1.801], [-0.455, -4.237, 0.837], [0.949, 4.962, -1.339], [1.662, -2.231, 2.875], [2.207, 3.967, -0.564], [-0.580, -5.083, 0.154], [-1.430, -4.049, 1.317], [-1.128, 3.475, 1.390], [3.828, -2.890, 3.811], [0.292, -4.474, 1.613], [1.068, -4.579, -1.374], [3.031, -2.413, 2.756], [-1.082, 4.656, -1.428], [-0.321, -2.283, 4.187], [-0.074, 1.157, 3.361], [1.415, -3.579, -1.070], [1.369, -0.886, 1.207], [2.316, -3.650, -0.454], [1.374, 3.964, -1.245], [0.068, 2.916, -0.532], [-0.785, -2.515, -2.425], [-1.508, 3.134, -2.419], [0.638, 3.729, 1.650], [1.685, 3.588, -2.245], [0.039, -2.771, -0.124], [3.190, -3.099, 5.033], [3.633, -2.046, 1.518], [-0.374, 5.009, 0.861], [5.140, -3.095, 3.660], [-0.551, 0.221, -3.289], [-2.308, 3.516, -0.843], [-2.153, 0.111, -1.185], [-1.382, 3.618, -1.412], [-0.240, 3.916, 0.984], [1.597, -2.966, -1.964]],
  "lowdin_charge": [0.209, -0.051, -0.172, -0.113, -0.025, -0.324, 0.168, 0.075, -0.240, 0.066, -0.223, 0.046, 0.077, 0.078, 0.027, -0.092, 0.057, 0.086, -0.184, 0.052, 0.089, 0.213, -0.233, 1.622, 0.044, -0.255, 0.755, -0.008, 0.027, 0.051, 0.069, 0.711, -0.038, -0.004, 0.091, 0.187, 0.307, 0.052, 0.324, -0.298, -0.287, 0.062],
  "homo_energy_ha": [-0.656, -0.656],
  "orbital_gap_ev": [4.3, 4.3],
  "total_charge": 3,
  "e_tot_ha": -2404.599167
}

***

{
  "formula": "C13H18FNO6S2",
  "method": "ωB97M-V with the def2-TZVPD basis set",
  "species": ["H", "C", "H", "C", "H", "S", "C", "H", "H", "C", "O", "C", "H", "N", "C", "H", "O", "H", "C", "C", "C", "C", "H", "S", "H", "C", "H", "H", "H", "C", "H", "H", "H", "H", "O", "F", "O", "H", "O", "C", "O"],
  "coordinates": [[-0.882, 0.397, -1.027], [1.048, -1.230, -0.836], [0.700, -3.047, -4.276], [-2.530, 2.537, -1.124], [-1.888, 3.029, -1.851], [-0.469, -1.765, 2.233], [1.290, -1.236, -3.260], [3.028, -0.577, 2.501], [-1.658, 3.872, 0.625], [1.417, -0.606, -2.030], [-1.341, 3.023, 0.935], [0.796, -2.542, -3.332], [1.976, -1.284, 3.722], [-3.286, 1.451, -1.761], [-0.485, 1.235, -0.466], [-0.236, 0.722, 1.551], [1.482, 0.616, 3.196], [-3.849, 1.831, -2.508], [0.440, -3.183, -2.152], [-1.706, 1.995, 0.031], [1.995, -0.652, 2.839], [0.401, 0.799, 0.682], [2.285, -0.152, 0.427], [2.139, 1.916, 2.380], [-3.206, 3.296, -0.717], [1.202, -1.353, 1.722], [-2.337, 1.291, 0.581], [1.814, 0.398, -2.007], [1.679, -2.311, 1.560], [1.250, -0.479, 0.464], [1.566, -0.741, -4.175], [0.058, 1.884, -1.147], [0.265, -3.109, -0.056], [-3.914, 1.061, -1.071], [-0.463, -3.065, 2.804], [-0.717, -0.770, 3.391], [-1.407, -1.439, 1.214], [0.071, -4.194, -2.194], [1.325, 1.894, 0.955], [0.562, -2.540, -0.921], [1.588, 3.025, 3.096]],
  "lowdin_charge": [0.125, -0.180, 0.098, -0.238, 0.121, 0.647, -0.066, 0.126, 0.087, -0.041, -0.005, -0.078, 0.135, 0.014, -0.083, 0.117, -0.320, 0.065, -0.067, -0.385, -0.227, -0.286, 0.148, 0.969, 0.114, -0.268, 0.145, 0.120, 0.141, -0.192, 0.101, 0.133, 0.096, 0.071, -0.238, -0.105, -0.217, 0.103, -0.294, -0.027, -0.359],
  "homo_energy_ha": -0.349,
  "orbital_gap_ev": 9.9,
  "total_charge": 0,
  "e_tot_ha": -1908.561786
}

***

{
  "formula": "C13H18N2",
  "method": "ωB97M-V with the def2-TZVPD basis set",
  "species": ["H", "H", "C", "C", "H", "H", "H", "H", "C", "N", "H", "C", "H", "C", "H", "C", "C", "C", "C", "H", "H", "H", "C", "H", "H", "C", "H", "H", "H", "C", "N", "C", "H"],
  "coordinates": [[2.772, 0.102, 1.983], [1.286, 1.873, -1.952], [-3.406, -1.333, -0.167], [2.026, -0.754, 0.190], [-5.485, -1.944, 0.005], [2.477, 2.074, 1.369], [4.145, -0.815, -0.123], [-2.267, 1.854, 0.124], [-2.955, 1.046, 0.209], [0.899, -1.714, -0.059], [2.680, 2.729, -0.193], [1.591, 0.831, -1.735], [0.699, 0.904, 0.395], [2.327, -0.794, 1.714], [3.027, -1.352, -1.598], [2.694, 1.737, 0.248], [-1.067, -0.524, -0.221], [-4.746, -1.086, -0.035], [1.666, 0.745, -0.199], [2.584, 0.881, -1.997], [2.814, -1.698, 1.886], [3.319, -2.452, -0.228], [-4.301, 1.269, 0.333], [-4.668, 2.276, 0.393], [3.657, 1.278, 0.154], [-2.508, -0.253, -0.088], [-3.147, -2.314, -0.431], [-6.258, 0.529, 0.365], [1.347, -0.742, 2.271], [-5.180, 0.250, 0.236], [-0.224, -1.296, 0.018], [3.188, -1.385, -0.530], [1.015, 0.079, -2.336]],
  "lowdin_charge": [0.028, 0.085, -0.054, -0.527, 0.124, 0.124, 0.126, 0.104, -0.045, 0.061, 0.076, -0.071, 0.137, -0.031, 0.066, -0.096, 0.043, -0.073, -0.377, 0.038, 0.057, 0.092, -0.123, 0.105, 0.065, -0.183, 0.098, 0.116, 0.105, -0.101, -0.012, -0.059, 0.103],
  "homo_energy_ha": [-0.273, -0.273],
  "orbital_gap_ev": [8.0, 8.0],
  "total_charge": 0,
  "e_above_lowest_kcal_mol": 111.2,
  "e_tot_ha": -615.503615
}

***

{
  "formula": "C13H18N2O4",
  "method": "ωB97M-V with the def2-TZVPD basis set",
  "species": ["H", "H", "N", "H", "C", "H", "H", "H", "C", "C", "C", "H", "N", "H", "H", "H", "C", "H", "H", "H", "H", "C", "H", "C", "O", "C", "O", "C", "C", "H", "C", "O", "O", "C", "H", "H", "C"],
  "coordinates": [[-2.318, -2.808, 0.626], [0.346, -0.955, -0.508], [0.852, -0.162, -0.128], [0.784, 1.904, -0.519], [0.447, -1.131, 2.086], [2.500, -0.721, -2.002], [-3.947, 0.126, -2.064], [1.370, -0.314, 3.621], [0.020, 0.950, -2.206], [-3.130, -1.405, -0.769], [0.955, 1.014, -1.030], [0.541, -2.017, 1.442], [1.237, -1.300, 3.272], [-1.129, -0.148, 3.165], [-1.893, 1.365, 1.618], [2.357, 2.106, -2.202], [-2.407, -1.728, 0.366], [-2.902, 2.017, -0.522], [-0.893, -0.071, -3.414], [-1.455, -1.826, 2.978], [3.402, 1.899, 0.156], [-3.339, -0.052, -1.117], [2.209, -1.511, 3.054], [-1.937, -0.698, 1.221], [2.608, 0.084, -2.539], [-1.068, -0.958, 2.423], [1.196, 1.182, 1.673], [2.355, 1.148, -1.657], [-2.879, 0.923, -0.267], [-3.591, -2.184, -1.349], [0.858, 0.074, 1.231], [-0.478, -0.233, -2.549], [-0.231, 1.938, -2.886], [3.551, 1.202, -0.661], [3.695, 0.223, -0.171], [4.461, 1.468, -1.225], [-2.148, 0.599, 0.855]],
  "lowdin_charge": [0.125, 0.133, 0.143, 0.139, -0.334, 0.102, 0.129, 0.101, -0.483, -0.093, -0.162, 0.145, 0.049, 0.125, 0.137, 0.156, -0.039, 0.130, 0.146, 0.124, 0.071, -0.099, 0.080, -0.247, -0.018, -0.101, 0.052, -0.373, -0.097, 0.097, -0.424, 0.120, 0.100, -0.028, 0.081, 0.087, -0.075],
  "homo_energy_ha": -0.345,
  "orbital_gap_ev": 9.9,
  "total_charge": 0,
  "smiles": "C[C@@H](O)[C@H](NC(=O)[C@@H](N)Cc1ccccc1)C(=O)O",
  "e_above_lowest_kcal_mol": 20.9,
  "e_tot_ha": -916.673082
}

***

{
  "formula": "C13H18N5O6PdS",
  "method": "ωB97M-V with the def2-TZVPD basis set",
  "species": ["H", "C", "H", "C", "H", "C", "H", "Pd", "N", "C", "H", "N", "H", "H", "N", "O", "O", "C", "H", "C", "H", "S", "C", "C", "O", "H", "C", "N", "O", "C", "H", "O", "C", "H", "O", "H", "H", "H", "H", "H", "C", "N", "C", "H"],
  "coordinates": [[-4.286, -4.452, -1.832], [2.000, 1.261, -0.355], [-4.537, -0.892, -0.374], [-1.442, -2.232, 0.140], [-3.056, -2.441, -2.559], [1.593, 2.702, -0.397], [4.711, -1.643, 1.200], [1.091, -1.478, 0.209], [0.550, 6.795, -0.467], [2.253, 5.014, -0.434], [-2.498, -4.048, -0.375], [-3.392, -3.631, -0.085], [-3.235, -1.976, 1.291], [3.400, -2.187, -0.738], [3.755, -1.963, 1.189], [1.111, 0.406, -0.685], [-0.631, 7.074, -0.471], [-3.620, -1.320, -0.777], [-0.505, 2.302, -0.402], [3.101, -2.197, 2.330], [3.002, 5.793, -0.447], [1.426, -2.431, 2.338], [-0.100, 4.411, -0.428], [-4.360, -3.545, -1.240], [-0.880, -3.233, -0.329], [3.626, 3.362, -0.387], [0.915, 5.346, -0.443], [3.818, -2.292, 3.446], [-0.844, -1.162, 0.511], [2.590, 3.671, -0.404], [4.820, -2.196, 3.459], [3.160, 0.965, 0.003], [-3.937, -2.266, -1.940], [-3.754, -4.152, 0.708], [1.459, 7.598, -0.446], [-4.732, -1.887, -2.578], [3.350, -2.495, 4.312], [-1.130, 4.736, -0.435], [3.194, -0.571, -0.116], [-5.363, -3.463, -0.828], [-2.952, -2.222, 0.273], [3.033, -1.630, 0.021], [0.254, 3.071, -0.410], [-2.959, -0.501, -1.049]],
  "lowdin_charge": [0.135, -0.546, 0.128, -0.613, 0.129, -0.123, 0.167, 0.849, -0.346, 0.019, 0.140, 0.101, 0.167, 0.133, -0.020, -0.118, 0.083, -0.096, 0.117, -0.812, 0.124, 0.754, 0.015, -0.088, 0.001, 0.122, -0.130, 0.129, -0.142, 0.010, 0.126, 0.000, -0.136, 0.185, 0.086, 0.127, 0.112, 0.122, 0.055, 0.136, -0.144, -0.091, 0.006, 0.130],
  "homo_energy_ha": -0.425,
  "orbital_gap_ev": 8.4,
  "total_charge": 1,
  "e_above_lowest_kcal_mol": 0.0,
  "e_tot_ha": -1757.219155
}